DFT (wB97M-V/def2-TZVPD) results for a molecular structure, C49H48BrDyN5O4S2 at a distorted geometry.

Values from the calculation:
Total charge: +1
Multiplicity: 6
Highest occupied orbital energy (spin up / spin down), eV: -8.555 / -8.564
HOMO-LUMO gap (spin up / spin down), hartree: 0.2109 / 0.2113
DFT total energy, eV: -183023.1754

Cartesian coordinates (Å):
1 Dy -14.26 0.41 17.85
2 Br -21.08 -3.28 9.67
3 C -20.80 -2.99 11.49
4 C -20.60 -1.71 12.07
5 C -20.39 -1.58 13.41
6 C -20.47 -2.76 14.26
7 C -20.60 -4.03 13.69
8 C -20.72 -4.14 12.29
9 N -20.20 -2.66 15.63
10 N -20.26 -1.48 16.03
11 C -19.40 -1.08 16.98
12 C -19.64 0.24 17.44
13 C -18.60 0.97 17.95
14 C -17.24 0.38 18.00
15 O -16.25 1.16 18.28
16 C -17.15 -1.05 17.93
17 N -15.94 -1.61 18.42
18 C -15.92 -2.95 18.46
19 C -16.96 -3.74 17.90
20 C -18.18 -3.17 17.60
21 C -18.24 -1.80 17.48
22 H -20.59 -0.88 11.34
23 H -20.35 -0.59 13.89
24 H -20.57 -4.90 14.36
25 H -20.96 -5.08 11.77
26 H -20.61 0.62 17.16
27 H -18.74 1.97 18.37
28 H -14.95 -3.39 18.86
29 H -16.82 -4.82 17.70
30 H -18.99 -3.84 17.40
31 O -13.67 1.28 19.80
32 S -13.77 2.12 21.08
33 C -14.44 3.69 20.52
34 C -13.54 4.42 19.50
35 C -14.44 5.23 18.50
36 C -15.36 4.38 17.58
37 S -14.56 3.37 16.25
38 O -13.61 2.26 16.92
39 C -13.35 4.39 15.49
40 C -13.75 5.61 14.97
41 C -12.82 6.59 14.61
42 C -11.45 6.31 14.59
43 C -11.04 5.10 15.18
44 C -12.00 4.12 15.52
45 C -12.14 2.71 21.47
46 C -11.00 2.46 20.70
47 C -9.80 3.19 20.91
48 C -9.77 4.06 22.00
49 C -10.89 4.21 22.83
50 C -12.08 3.56 22.55
51 H -14.48 4.30 21.49
52 H -15.46 3.61 20.09
53 H -13.03 3.71 18.84
54 H -12.80 5.04 20.04
55 H -13.76 5.83 17.90
56 H -15.14 5.94 19.07
57 H -16.04 4.98 16.95
58 H -15.90 3.58 18.11
59 H -14.81 5.77 14.92
60 H -13.24 7.51 14.26
61 H -10.73 6.95 14.08
62 H -10.02 4.99 15.49
63 H -11.67 3.14 15.76
64 H -11.02 1.67 19.92
65 H -9.00 3.19 20.18
66 H -8.83 4.56 22.20
67 H -10.76 4.85 23.69
68 H -12.96 3.73 23.09
69 C -10.08 -0.37 14.79
70 C -10.59 -1.61 15.16
71 C -11.32 -1.80 16.36
72 C -11.50 -0.68 17.21
73 C -10.90 0.58 16.85
74 C -10.17 0.70 15.64
75 N -12.30 -0.66 18.32
76 C -11.93 -1.35 19.41
77 C -12.85 -1.64 20.50
78 C -12.50 -2.55 21.44
79 C -11.30 -3.22 21.38
80 C -10.31 -2.84 20.42
81 C -10.63 -1.89 19.47
82 H -9.50 -0.24 13.88
83 H -10.38 -2.45 14.47
84 H -11.72 -2.79 16.65
85 H -10.95 1.44 17.54
86 H -9.63 1.62 15.32
87 H -13.88 -1.27 20.51
88 H -13.11 -2.78 22.31
89 H -11.09 -4.08 22.01
90 H -9.34 -3.36 20.37
91 H -9.97 -1.64 18.67
92 O -14.52 -0.40 15.75
93 C -14.57 -0.41 14.46
94 C -15.57 0.44 13.73
95 C -16.54 -0.24 12.72
96 C -16.02 -0.72 11.37
97 C -14.86 -1.76 11.49
98 C -13.69 -1.14 12.30
99 N -13.83 -1.23 13.75
100 H -14.97 1.15 13.12
101 H -16.16 1.06 14.45
102 H -17.30 0.52 12.49
103 H -17.16 -1.06 13.24
104 H -15.73 0.13 10.72
105 H -16.79 -1.21 10.75
106 H -14.50 -2.00 10.45
107 H -15.27 -2.65 12.01
108 H -13.49 -0.08 11.98
109 H -12.80 -1.60 11.86
110 H -13.25 -1.91 14.23

DFT (wB97M-V/def2-TZVPD) results for a molecular structure, C49H50BrLaN6O5 at a distorted geometry.

Values from the calculation:
Total charge: -2
Relative energy (zero: lowest compared OMol25 entry of this formula, charge and spin), eV: 0.0000
Multiplicity: 1
Highest occupied orbital energy, eV: -1.933
HOMO-LUMO gap, hartree: 0.2117
DFT total energy, eV: -141709.8588

Cartesian coordinates (Å):
1 La 0.10 -0.28 -0.66
2 O -1.46 -1.74 -1.70
3 C -2.20 -2.79 -1.57
4 C -3.59 -2.74 -1.76
5 C -4.39 -3.81 -1.34
6 C -3.84 -5.04 -0.95
7 C -2.48 -5.20 -0.99
8 C -1.65 -4.12 -1.27
9 C -0.24 -4.36 -1.10
10 N 0.61 -3.47 -0.74
11 C 1.93 -4.04 -0.42
12 C 2.71 -3.06 0.48
13 N 2.73 -1.78 -0.24
14 C 3.91 -1.41 -0.62
15 C 4.11 -0.62 -1.81
16 C 5.38 -0.06 -2.12
17 C 5.65 0.50 -3.36
18 C 4.62 0.54 -4.32
19 C 3.35 0.02 -4.07
20 C 3.01 -0.44 -2.75
21 O 1.80 -0.71 -2.42
22 H -4.04 -1.82 -2.08
23 H -5.46 -3.74 -1.33
24 H -4.51 -5.82 -0.61
25 H -2.03 -6.17 -0.76
26 H 0.04 -5.43 -1.27
27 H 1.78 -5.03 0.09
28 H 2.49 -4.27 -1.33
29 H 2.13 -2.99 1.41
30 H 3.75 -3.47 0.64
31 H 4.85 -1.77 -0.15
32 H 6.12 -0.04 -1.33
33 H 6.66 0.88 -3.59
34 H 4.82 0.99 -5.30
35 H 2.56 0.04 -4.82
36 C -0.37 0.33 -4.23
37 C -0.21 1.82 -4.36
38 C -0.51 2.47 -5.56
39 C -0.44 3.85 -5.70
40 C -0.16 4.62 -4.57
41 C 0.20 4.03 -3.35
42 C 0.35 4.91 -2.14
43 C 0.32 2.58 -3.26
44 N 0.86 2.01 -2.14
45 C 2.08 2.51 -1.79
46 O 2.92 3.05 -2.54
47 C 2.50 2.44 -0.36
48 C 3.43 3.46 -0.04
49 C 3.91 3.52 1.25
50 C 3.51 2.58 2.19
51 C 2.64 1.55 1.76
52 N 2.07 1.51 0.54
53 C 2.54 0.53 2.86
54 O 3.42 0.58 3.76
55 N 1.48 -0.33 2.87
56 C 1.34 -1.10 4.00
57 C 2.18 -2.23 4.31
58 C 3.49 -2.47 3.62
59 C 1.76 -3.12 5.30
60 C 0.64 -2.87 6.08
61 C -0.06 -1.69 5.90
62 C 0.30 -0.76 4.94
63 C -0.19 0.66 4.92
64 H -0.64 -0.01 -5.24
65 H -1.19 0.11 -3.54
66 H 0.52 -0.20 -3.90
67 H -0.76 1.83 -6.40
68 H -0.65 4.31 -6.66
69 H -0.21 5.71 -4.62
70 H -0.40 5.71 -2.27
71 H 1.35 5.35 -2.05
72 H 0.14 4.34 -1.22
73 H 3.67 4.19 -0.80
74 H 4.57 4.31 1.56
75 H 3.85 2.52 3.21
76 H 3.63 -3.55 3.41
77 H 4.33 -2.17 4.30
78 H 3.60 -1.89 2.67
79 H 2.27 -4.07 5.44
80 H 0.34 -3.58 6.86
81 H -0.88 -1.41 6.55
82 H -1.10 0.75 5.55
83 H -0.35 1.12 3.93
84 H 0.59 1.26 5.40
85 C -5.85 1.16 3.25
86 C -4.66 0.23 3.08
87 C -4.84 -1.14 2.92
88 C -3.74 -1.97 2.71
89 C -2.52 -1.31 2.43
90 Br -1.11 -2.41 1.79
91 N -2.33 -0.04 2.55
92 C -3.38 0.72 2.94
93 H -6.73 0.59 3.49
94 H -6.04 1.75 2.34
95 H -5.71 1.90 4.06
96 H -5.82 -1.54 3.06
97 H -3.80 -3.05 2.67
98 H -3.20 1.77 3.19
99 C -3.16 2.43 -2.26
100 C -2.68 1.73 -0.97
101 C -3.75 0.72 -0.54
102 C -2.36 2.81 0.11
103 O -1.47 1.12 -1.25
104 H -4.11 2.95 -2.06
105 H -3.32 1.71 -3.07
106 H -2.43 3.19 -2.59
107 H -4.35 1.21 0.25
108 H -3.33 -0.20 -0.18
109 H -4.43 0.53 -1.40
110 H -3.20 3.51 0.30
111 H -1.47 3.43 -0.20
112 H -2.12 2.36 1.08

DFT (wB97M-V/def2-TZVPD) results for a molecular structure, C49H50GeN8O2PPbS5 at a distorted geometry.

Values from the calculation:
Total charge: -1
Relative energy (zero: lowest compared OMol25 entry of this formula, charge and spin), eV: 1.2229
Multiplicity: 1
Highest occupied orbital energy, eV: -4.481
HOMO-LUMO gap, hartree: 0.2368
DFT total energy, eV: -192867.0708

Cartesian coordinates (Å):
1 Pb 9.97 -9.39 17.23
2 O 12.56 -4.30 13.09
3 C 12.03 -5.19 13.79
4 S 13.02 -6.46 14.51
5 C 11.70 -7.37 15.19
6 C 10.47 -6.91 15.01
7 S 8.88 -7.64 15.41
8 S 10.39 -5.39 14.14
9 S 12.21 -8.94 15.82
10 N 10.77 -8.09 21.04
11 C 10.49 -7.17 20.22
12 C 11.52 -6.30 19.59
13 C 11.51 -4.91 19.82
14 C 12.48 -4.11 19.31
15 C 13.46 -4.65 18.46
16 C 13.41 -5.97 18.13
17 C 12.44 -6.83 18.73
18 C 9.08 -6.93 19.91
19 C 8.13 -7.16 20.85
20 C 6.77 -6.83 20.62
21 C 6.44 -6.38 19.39
22 C 7.40 -6.12 18.42
23 C 8.72 -6.30 18.73
24 H 10.62 -4.48 20.28
25 H 12.58 -3.04 19.64
26 H 14.27 -4.04 18.05
27 H 14.10 -6.39 17.48
28 H 12.39 -7.86 18.61
29 H 8.36 -7.49 21.82
30 H 6.03 -7.01 21.39
31 H 5.39 -6.16 19.23
32 H 7.12 -5.82 17.38
33 H 9.53 -6.02 18.00
34 C 14.65 -19.45 15.35
35 C 14.08 -18.10 15.44
36 O 14.59 -17.20 16.02
37 S 12.39 -18.18 14.92
38 C 11.78 -16.53 15.37
39 C 11.63 -15.53 14.40
40 C 11.18 -14.28 14.75
41 C 10.89 -14.06 16.11
42 C 10.97 -15.05 17.09
43 C 11.49 -16.30 16.71
44 C 10.42 -12.79 16.46
45 C 10.18 -11.58 16.48
46 H 14.01 -20.16 14.89
47 H 14.80 -19.78 16.37
48 H 15.67 -19.49 14.93
49 H 11.92 -15.76 13.34
50 H 11.16 -13.42 14.07
51 H 10.61 -14.78 18.11
52 H 11.53 -17.10 17.45
53 Ge 12.40 -8.83 21.52
54 C 12.00 -9.58 23.30
55 C 10.77 -9.34 23.89
56 C 10.35 -10.08 24.99
57 C 11.28 -10.85 25.64
58 C 12.54 -11.11 25.09
59 C 12.89 -10.40 23.95
60 C 12.70 -10.24 20.18
61 C 13.47 -10.12 19.07
62 C 13.76 -11.21 18.26
63 C 13.26 -12.48 18.61
64 C 12.44 -12.66 19.73
65 C 12.19 -11.53 20.48
66 H 13.55 -7.91 21.74
67 H 10.12 -8.61 23.42
68 H 9.38 -9.90 25.41
69 H 11.12 -11.27 26.62
70 H 13.27 -11.81 25.46
71 H 13.85 -10.58 23.46
72 H 13.98 -9.17 18.78
73 H 14.54 -11.13 17.47
74 H 13.50 -13.39 18.00
75 H 12.02 -13.60 19.93
76 H 11.56 -11.56 21.34
77 C 8.88 -11.50 21.35
78 C 7.45 -11.48 21.86
79 C 7.37 -10.60 23.19
80 C 6.72 -12.84 21.92
81 N 7.56 -13.89 22.53
82 C 8.52 -14.67 21.96
83 N 8.98 -15.48 22.90
84 N 8.36 -15.11 24.03
85 N 7.48 -14.17 23.81
86 H 9.15 -10.56 20.96
87 H 8.92 -12.21 20.49
88 H 9.65 -11.81 22.08
89 H 6.88 -10.93 21.11
90 H 7.58 -11.18 24.11
91 H 6.37 -10.22 23.22
92 H 8.15 -9.83 23.09
93 H 6.46 -13.08 20.86
94 H 5.87 -12.77 22.58
95 H 8.92 -14.60 20.93
96 C 4.08 -10.65 16.00
97 N 5.35 -11.31 15.48
98 C 6.45 -10.39 15.64
99 N 6.63 -9.89 17.04
100 C 5.35 -9.35 17.52
101 N 4.14 -10.26 17.44
102 C 4.30 -11.44 18.32
103 P 5.85 -12.47 17.99
104 C 5.58 -12.60 16.18
105 C 7.08 -10.97 17.84
106 H 3.21 -11.29 15.86
107 H 3.87 -9.79 15.37
108 H 6.26 -9.53 15.02
109 H 7.37 -10.87 15.38
110 H 5.09 -8.54 16.85
111 H 5.46 -9.08 18.57
112 H 3.49 -12.17 18.09
113 H 4.21 -11.07 19.33
114 H 4.70 -13.22 16.10
115 H 6.51 -13.16 15.72
116 H 8.04 -11.42 17.51
117 H 7.23 -10.57 18.81